Run 1
# C4H11S2

2 unconnected molecules or ions with the total composition C4H11S2 (wB97M-V/def2-TZVPD, the OMol25 dataset).

Last column: natural (NBO) charge in e.
Atoms and positions in Å:
C 0.996 -1.351 -0.234  -0.718
S 2.656 -0.562 -0.295  0.137
C 3.590 -1.773 0.705  -0.728
H 1.180 -2.422 -0.196  0.200
H 0.393 -0.945 0.555  0.245
H 0.643 -1.185 -1.250  0.230
H 4.599 -1.431 0.796  0.216
H 3.521 -2.720 0.217  0.202
H 3.174 -1.763 1.703  0.211
C -2.667 0.766 -1.596  -0.617
C -1.917 0.710 -0.252  -0.527
S -2.773 1.577 1.090  -0.728
H -3.571 0.164 -1.543  0.187
H -2.955 1.802 -1.764  0.204
H -2.086 0.367 -2.440  0.162
H -1.741 -0.337 -0.032  0.157
H -0.983 1.241 -0.407  0.167

Summary:
Molecular weight, g mol⁻¹: 123.3
Frontier orbital gap, eV: 5.109
HOMO level, eV: -2.18
Charge: -1

---

Run 2
# C4H11S2

2 unconnected molecules or ions with the total composition C4H11S2 (wB97M-V/def2-TZVPD, the OMol25 dataset).

Last column: natural (NBO) charge in e.
Atoms and positions in Å:
C -1.421 -1.799 1.102  -0.754
S -2.559 -0.549 0.474  0.102
C -1.526 0.916 0.970  -0.737
H -1.625 -2.705 0.530  0.208
H -1.712 -1.973 2.146  0.195
H -0.334 -1.590 1.092  0.256
H -1.889 1.151 1.975  0.197
H -0.474 0.634 1.034  0.280
H -1.623 1.673 0.182  0.221
C 2.300 0.612 -2.447  -0.602
C 1.663 0.012 -1.219  -0.544
S 2.065 0.749 0.372  -0.690
H 3.398 0.493 -2.482  0.183
H 2.119 1.684 -2.560  0.192
H 2.040 0.128 -3.435  0.166
H 1.803 -1.085 -1.359  0.162
H 0.577 0.183 -1.401  0.164

Summary:
Molecular weight, g mol⁻¹: 123.3
Frontier orbital gap, eV: 5.714
HOMO level, eV: -2.52
Charge: -1

---

Run 3
# C4H11S2

2 unconnected molecules or ions with the total composition C4H11S2 (wB97M-V/def2-TZVPD, the OMol25 dataset).

Last column: natural (NBO) charge in e.
Atoms and positions in Å:
C 0.935 -2.912 1.863  -0.724
S 2.231 -1.595 1.855  0.095
C 1.398 -0.234 0.949  -0.725
H 1.081 -3.525 0.977  0.204
H 1.155 -3.489 2.756  0.207
H -0.055 -2.470 1.865  0.242
H 2.258 0.378 0.680  0.205
H 0.723 0.332 1.586  0.238
H 0.814 -0.604 0.112  0.245
C -1.391 1.838 -2.379  -0.617
C -1.138 1.733 -0.860  -0.523
S -2.129 0.527 0.075  -0.726
H -2.378 2.296 -2.500  0.191
H -0.611 2.468 -2.818  0.170
H -1.484 0.932 -2.986  0.194
H -0.048 1.607 -0.734  0.151
H -1.360 2.718 -0.442  0.172

Summary:
Molecular weight, g mol⁻¹: 123.3
Frontier orbital gap, eV: 5.530
HOMO level, eV: -2.43
Charge: -1

---

Relative energies, kJ/mol: run 1 18.7; run 2 11.7; run 3 0.0.

---

Run 1
# C4H5NO2

A molecular structure, C4H5NO2 (wB97M-V/def2-TZVPD, the OMol25 dataset).

Last column: natural (NBO) charge in e.
Atoms and positions in Å:
O 1.860 -1.983 1.238  -0.592
C 0.783 -0.490 0.828  0.260
N -0.526 -0.509 0.697  -0.565
C -1.143 -0.001 -0.510  -0.329
C -0.686 1.429 -0.782  0.420
O 0.069 2.027 -0.057  -0.496
C 2.006 -0.900 0.551  0.153
H -1.012 -0.245 1.546  0.388
H -2.233 0.002 -0.386  0.228
H -0.914 -0.628 -1.380  0.232
H -1.088 1.896 -1.703  0.121
H 2.885 -0.599 -0.041  0.179

Summary:
Molecular weight, g mol⁻¹: 99.1
Frontier orbital gap, eV: 8.336
HOMO level, eV: -7.71

---

Run 2
# C4H5NO2

C4H5NO2 in the gas phase (wB97M-V/def2-TZVPD, the OMol25 dataset).

Last column: natural (NBO) charge in e.
Atoms and positions in Å:
C -0.791 1.300 0.161  -0.313
C 0.502 1.456 -0.055  0.136
O 1.446 0.487 -0.234  -0.497
C 1.243 -0.790 0.234  0.349
N 0.189 -1.525 0.185  -0.178
O -0.875 -1.007 -0.555  -0.389
C -1.527 -0.006 0.193  -0.115
H -1.392 2.175 0.311  0.222
H 0.965 2.443 -0.186  0.200
H 2.113 -1.273 0.717  0.191
H -2.498 0.146 -0.257  0.202
H -1.641 -0.419 1.228  0.192

Summary:
Molecular weight, g mol⁻¹: 99.1
Frontier orbital gap, eV: 10.315
HOMO level, eV: -9.41

---

Relative energies, kJ/mol: run 1 123.4; run 2 0.0.

---

Run 1
# C4H5NO2

A molecular structure, C4H5NO2 (wB97M-V/def2-TZVPD, the OMol25 dataset).

Last column: natural (NBO) charge in e.
Atoms and positions in Å:
O -1.452 0.068 -0.951  -0.442
C -1.595 0.883 0.039  0.065
C -0.666 -0.831 -0.141  0.226
C 0.726 -0.938 -0.691  -0.264
N 0.507 -0.456 0.639  -0.442
C 0.930 0.807 1.092  0.528
O 1.931 1.354 0.692  -0.549
H -1.810 1.880 -0.344  0.081
H -1.246 -1.692 0.168  0.217
H 1.034 -0.209 -1.444  0.220
H 1.154 -1.930 -0.785  0.208
H 0.300 1.176 1.917  0.151

Summary:
Molecular weight, g mol⁻¹: 99.1
Frontier orbital gap, eV: 8.742
HOMO level, eV: -8.64

---

Run 2
# C4H5NO2

C4H5NO2 in the gas phase (wB97M-V/def2-TZVPD, the OMol25 dataset).

Last column: natural (NBO) charge in e.
Atoms and positions in Å:
O 1.031 -1.849 -0.951  -0.709
C 0.206 -0.958 -0.174  0.406
C -0.451 -0.909 0.983  -0.381
C -0.754 0.472 1.110  -0.349
C -0.243 1.150 -0.058  0.401
O -0.140 2.502 -0.381  -0.686
N 0.343 0.177 -0.736  -0.539
H 1.270 -2.729 -0.336  0.489
H -0.777 -1.731 1.557  0.229
H -1.026 0.936 2.199  0.229
H 0.057 2.732 -1.356  0.489
H 0.485 0.206 -1.858  0.420

Summary:
Molecular weight, g mol⁻¹: 99.1
Frontier orbital gap, eV: 7.892
HOMO level, eV: -7.36

---

Relative energies, kJ/mol: run 1 272.4; run 2 0.0.